Entry 1:
65
Properties=species:S:1:pos:R:3:lowdin_charge:R:1 method="wB97M-V/def2-TZVPD" e_above_lowest_kcal_mol=30.8 charge=-2 multiplicity=1 homo_lumo_gap_ev=5.009 e_tot_ev=-211212.61782
Pt 1.4983 -0.1416 0.0173 0.6394
O -2.4106 -4.8515 -0.9369 -0.0626
C -1.2648 -4.6476 -0.1031 -0.2225
C -0.2272 -3.7642 -0.8081 -0.5658
C 0.0530 -4.4118 -2.1785 -0.2325
O 1.3010 -4.1221 -2.7694 -0.1009
C -0.8817 -2.3833 -0.9042 -0.5160
Se 0.0513 -0.9593 -1.8842 0.5038
C 1.0011 -3.7502 0.1026 -0.5142
Se 2.3518 -2.3661 -0.2347 0.6530
H -3.0874 -5.2832 -0.4112 0.0796
H -0.7977 -5.6121 0.1336 0.1246
H -1.5562 -4.1645 0.8358 0.1275
H -0.7840 -4.1794 -2.8488 0.1215
H 0.0625 -5.4991 -2.0483 0.1244
H 1.4814 -3.1739 -2.7050 -0.0005
H -1.0403 -1.9788 0.0946 0.0494
H -1.8419 -2.4899 -1.4042 0.0175
H 1.5474 -4.6921 -0.0006 0.0640
H 0.6813 -3.6674 1.1418 0.0363
O 2.7834 0.3002 -3.4300 -0.2192
P 3.8745 1.1078 -2.4790 0.1652
O 5.0392 1.4953 -3.3100 -0.3464
O 4.0055 0.4050 -1.1819 -0.3689
O 2.9442 2.4591 -2.2787 -0.2799
P 1.6077 2.7312 -1.4370 0.1994
O 0.5183 1.9862 -2.4002 -0.3070
O 1.3555 4.1893 -1.4175 -0.2970
O 1.5742 1.9820 -0.1147 -0.4169
H 3.1923 -0.5324 -3.6907 0.0533
H 0.7850 2.1098 -3.3194 0.0734
C -1.6488 5.2027 -1.4406 -0.0756
C -2.0369 3.7652 -1.6912 -0.3089
O -1.7374 3.0217 -0.4997 -0.2550
P -2.2013 1.5347 -0.2325 0.2070
O -1.5000 0.9433 0.9065 -0.2967
Te -2.1675 0.2405 -2.3185 0.8102
O -3.8064 1.6659 -0.0762 -0.3185
C -4.2823 2.3196 1.1184 -0.2814
C -4.3641 1.3532 2.2824 -0.0823
H -1.8322 5.7910 -2.3431 0.0737
H -0.5862 5.2363 -1.1978 0.0528
H -2.2371 5.6253 -0.6228 0.0700
H -1.4525 3.3394 -2.5059 0.0758
H -3.1046 3.6631 -1.9182 0.1066
H -5.2664 2.7115 0.8580 0.1094
H -3.6288 3.1640 1.3515 0.1146
H -4.9045 0.4545 1.9815 0.0777
H -4.8991 1.8191 3.1136 0.0704
H -3.3659 1.0670 2.6090 0.0679
C 4.0683 1.2972 1.7498 -0.0622
C 2.9918 0.6384 2.5434 -0.3743
C 2.8545 0.6013 3.9143 -0.1118
C 1.6718 -0.1311 4.1942 -0.1162
C 1.1376 -0.5086 2.9833 -0.3893
C -0.0793 -1.3386 2.7469 -0.0706
N 1.9503 -0.0529 1.9715 -0.1235
H 4.8348 1.6771 2.4305 0.0638
H 3.6752 2.1242 1.1590 0.0586
H 4.5245 0.6109 1.0382 0.0501
H 3.5324 1.0600 4.6208 0.0702
H 1.2457 -0.3600 5.1621 0.0699
H -0.7712 -1.2310 3.5868 0.0696
H 0.1564 -2.4032 2.6484 0.0500
H -0.5878 -0.9971 1.8470 0.0162

=====

Entry 2:
54
Properties=species:S:1:pos:R:3:lowdin_charge:R:1 method="wB97M-V/def2-TZVPD" s_squared=3.78 e_above_lowest_kcal_mol=55.2 charge=+2 multiplicity=4 homo_lumo_gap_ev="6.262 / 4.549" e_tot_ev=-48291.23960
P 0.5545 -2.7747 -1.3678 0.6829
P -0.5565 0.3211 -1.2306 0.8902
C -0.1099 -1.9824 -2.9564 -0.3452
C 0.1045 -0.4976 -2.8771 -0.3630
H -1.1799 -2.2334 -3.0145 0.0893
H 0.4076 -2.4584 -3.7867 0.1031
H 1.1851 -0.2698 -2.8569 0.1010
H -0.3327 0.0135 -3.7369 0.0717
C -2.1393 1.4579 -2.7523 0.0132
H -2.4425 2.4974 -2.5696 0.0875
H -2.9879 0.7677 -2.8806 0.0820
H -1.5239 1.4446 -3.6789 0.0796
C 0.4604 1.8168 -1.7377 -0.2409
H 0.4275 1.9406 -2.8310 0.0619
H 1.5043 1.6077 -1.4965 0.0493
H 0.1276 2.7524 -1.2749 0.0476
C -0.7103 -4.1285 -1.3433 -0.1695
H -0.7889 -4.5505 -0.3417 0.0562
H -0.4557 -4.9166 -2.0501 0.0794
H -1.6776 -3.6891 -1.6105 0.0556
C 2.0803 -3.5990 -1.9240 -0.2101
H 2.8699 -2.8594 -2.0970 0.0681
H 1.8855 -4.1493 -2.8526 0.0715
H 2.4243 -4.2880 -1.1434 0.0571
Re 0.4833 -1.2711 0.1903 1.1120
C 0.3777 3.2120 2.9098 -0.0784
C -0.8006 3.5080 2.3254 -0.0774
C -1.3180 3.2948 0.8986 -0.1913
C -2.0646 1.9784 0.6044 -0.2043
C -2.1057 1.3485 -0.7764 -0.2002
C 1.7809 0.2343 0.8861 -0.0545
C 1.3925 1.6425 1.1218 -0.2693
C 1.4474 2.1912 2.5838 -0.1419
C 1.4244 -2.7936 1.3257 -0.2645
H 0.6366 3.7045 3.8699 0.1283
H -1.5606 4.0152 2.9681 0.1266
H -0.5429 3.5304 0.1662 0.0862
H -2.1066 4.0619 0.7625 0.1280
H -1.7175 1.2101 1.3273 0.1159
H -3.1025 2.1217 0.9126 0.1343
H -3.0842 0.7873 -0.8125 0.1178
H 2.7124 -0.1202 1.3695 0.0881
H 0.3695 1.8098 0.7756 0.0289
H 1.9863 2.2918 0.4679 0.1430
H 1.3592 1.2996 3.2312 0.0970
H 2.4494 2.6135 2.7827 0.1317
H 1.9682 -2.2627 2.1201 0.0115
H 2.1421 -3.4753 0.8299 0.0132
H 0.6045 -3.3884 1.7972 0.0470
F -0.8520 -1.0592 1.5456 -0.4115
B -0.2611 -0.6831 4.5458 -0.7701
F 1.0589 -0.7253 4.2709 0.2219
F -0.9996 0.3342 4.0978 0.2464
F -0.8038 -1.6339 5.3133 0.2670

=====

Entry 3:
50
Properties=species:S:1:pos:R:3:lowdin_charge:R:1 method="wB97M-V/def2-TZVPD" e_above_lowest_kcal_mol=0.0 charge=+1 multiplicity=1 homo_lumo_gap_ev=7.085 e_tot_ev=-90564.62394
C -3.0311 0.6586 -0.3453 -0.0713
C -3.7208 0.0663 0.8581 -0.1823
N -4.5722 1.0546 1.5398 -0.0394
C -5.6784 1.7424 1.0697 -0.0078
C -6.1263 2.4924 2.0921 -0.0162
N -5.2540 2.3048 3.1489 -0.0760
C -4.3772 1.3784 2.8021 -0.0609
C -5.4827 2.8068 4.4995 0.0223
H -2.5432 -0.1319 -0.9178 0.0752
H -2.2723 1.3939 -0.0881 0.0805
H -3.7775 1.1043 -1.0081 0.0714
H -2.9882 -0.2808 1.5969 0.0380
H -4.3330 -0.8170 0.6688 0.1324
H -6.0755 1.5350 0.0925 0.1330
H -7.0284 3.0725 2.1638 0.1342
H -3.5568 0.9419 3.3729 -0.0338
H -5.0422 3.7897 4.6315 0.1016
H -5.1141 2.0966 5.2349 0.1076
H -6.5558 2.8584 4.6793 0.0990
C 1.6474 -0.5163 1.8759 -0.1265
C 0.9806 0.0835 0.6426 -0.2502
C 1.8593 0.1994 -0.6148 -0.1870
C 2.8112 -0.9745 -0.7824 -0.1067
N 3.0511 -1.4150 -2.2328 -0.2787
C 4.0794 -2.5356 -2.2015 -0.0837
C 5.4167 -1.8969 -2.5560 -0.1302
C 5.1765 -0.3699 -2.6338 -0.1345
C 3.7124 -0.2875 -2.9913 -0.0961
C 1.7973 -1.8577 -2.8897 0.0227
H 2.7242 -0.3428 1.9310 0.0764
H 1.4251 -1.5824 1.9343 0.0771
H 1.2063 -0.0570 2.7568 0.0005
H 0.7607 1.1383 0.8548 0.1094
H -0.0160 -0.3163 0.4585 0.0949
H 2.4669 1.1094 -0.5825 0.1193
H 1.2189 0.3895 -1.4791 0.1025
H 2.3907 -1.8834 -0.3523 0.1345
H 3.8046 -0.7780 -0.3930 0.1363
H 3.7822 -3.3201 -2.8892 0.1332
H 4.0721 -2.9127 -1.1814 0.1314
H 5.7043 -2.2536 -3.5478 0.1190
H 6.2713 -2.1517 -1.9344 0.1240
H 5.7948 -0.0231 -3.4585 0.1242
H 5.4659 0.1442 -1.7214 0.1188
H 3.5877 -0.5000 -4.0520 0.1419
H 3.2330 0.6455 -2.7136 0.1303
H 1.4094 -2.7235 -2.3645 0.1206
H 2.0298 -2.0801 -3.9306 0.1126
H 1.1131 -1.0169 -2.9370 0.1001
Br -1.4470 0.0181 3.8944 -0.3439

=====

Entry 4:
57
Properties=species:S:1:pos:R:3:lowdin_charge:R:1 method="wB97M-V/def2-TZVPD" e_above_lowest_kcal_mol=35.1 multiplicity=1 homo_lumo_gap_ev=7.979 e_tot_ev=-92170.08603
C 0.8350 -2.3742 2.3866 -0.2045
C -0.5127 -2.2252 1.5842 -0.4346
P -1.1143 -0.4234 1.6921 1.0409
C -2.8710 -0.6134 2.3719 -0.3084
C -1.0561 0.3584 -0.0123 -0.3899
O -1.0318 1.7902 0.2649 -0.2458
C 0.2309 2.2284 0.7176 -0.5040
C 1.3315 2.3999 -0.3914 -0.2499
C 2.4740 1.3702 -0.0490 -0.3045
C 3.8165 1.5767 -0.8356 -0.6283
I 3.6223 2.6362 -2.7090 0.7585
P -0.0453 3.9820 1.4135 0.9501
O -0.2514 4.8714 -0.0303 -0.3011
O -1.6112 3.9818 2.0720 -0.3021
C -2.0093 0.1927 -1.2251 -0.3259
O -1.1833 -0.0799 -2.3867 -0.1747
C -0.7234 -1.4055 -2.4775 -0.1597
C -3.3137 -0.6403 -1.2993 -0.6218
I -3.3290 -2.7074 -0.6338 0.8568
C -4.6592 0.1078 -0.8450 -0.7151
C -4.4846 1.5185 -0.2232 -0.1684
I -5.9797 -1.1728 0.3690 0.7180
H 1.3133 -3.2897 1.9825 0.0485
H 0.6540 -2.5740 3.4529 0.0667
H 1.5198 -1.5381 2.1924 0.0117
H -1.2690 -2.9157 1.9921 0.0514
H -0.2781 -2.5256 0.5503 0.0290
H -3.5657 0.1570 2.0159 0.0012
H -2.7338 -0.4065 3.4556 0.0318
H -3.2441 -1.6448 2.3229 -0.0131
H -0.0314 0.1181 -0.3772 0.1071
H 0.6756 1.6677 1.5595 0.0747
H 1.7835 3.4041 -0.3568 0.0681
H 0.9020 2.1559 -1.3752 0.0947
H 2.7181 1.4438 1.0301 0.1115
H 2.0951 0.3406 -0.1936 0.0618
H 4.5356 2.0764 -0.1646 0.0520
H 4.2395 0.5747 -1.0262 -0.0173
H -1.1589 4.7881 -0.3286 0.0336
H -2.2628 3.9353 1.3676 0.0231
H -2.3315 1.2212 -1.5035 0.1526
H 0.2281 -1.4175 -3.0427 0.0968
H -1.4335 -2.0219 -3.0746 0.0756
H -0.5623 -1.9481 -1.5303 0.0415
H -3.4555 -0.7769 -2.3896 0.0815
H -5.2876 0.2526 -1.7398 0.0615
H -3.5054 1.7048 0.2537 0.0522
H -4.6589 2.2990 -0.9853 0.0859
H -5.2391 1.6979 0.5658 0.0563
Cl 6.6123 -1.1792 -0.8988 0.5596
C 6.0391 -2.8135 -0.4840 -0.6567
C 4.5497 -2.9634 -0.6875 -0.6360
Cl 3.6116 -2.0026 0.4845 0.6186
H 6.3232 -3.0199 0.5460 0.0686
H 6.5702 -3.5101 -1.1320 0.0732
H 4.2608 -4.0043 -0.5463 0.0746
H 4.2515 -2.6577 -1.6886 0.0718